(1)
{
  "formula": "C4H11NOS",
  "method": "ωB97M-V with the def2-TZVPD basis set",
  "species": ["S", "O", "N", "C", "C", "C", "C", "H", "H", "H", "H", "H", "H", "H", "H", "H", "H", "H"],
  "xyz": [[-2.4058, -1.5809, -1.4241], [3.0012, -0.5092, -0.9299], [0.8848, -0.4710, 0.1589], [-2.3914, -0.3988, 0.0819], [2.2544, -0.2039, 0.3166], [0.0256, 0.6398, 0.7207], [-1.3878, 0.7554, 0.0010], [-1.1596, -1.7157, -1.6480], [-3.3764, 0.1117, 0.1525], [2.4462, 0.8630, 0.6897], [0.6846, -0.5568, -0.8784], [-2.3065, -1.0781, 0.9962], [0.0341, 0.6663, 1.8916], [-1.4445, 1.1527, -1.0750], [0.6007, 1.4797, 0.3899], [2.8018, -0.9681, 1.0253], [3.5596, 0.2766, -1.1453], [-1.8210, 1.5373, 0.6764]],
  "forces_ev_per_a": [[-2.52, 1.16, 1.17], [-0.31, 1.79, 0.51], [-2.11, -0.02, -1.07], [0.07, -1.29, 0.46], [3.54, -1.27, 0.75], [0.23, -1.17, -1.01], [0.12, 0.79, 1.37], [2.11, -0.06, 0.02], [0.34, -0.90, -0.50], [-0.06, -1.23, -0.57], [0.38, 0.19, 1.70], [0.15, 1.14, -1.14], [-0.47, -0.46, -2.23], [0.81, -0.47, 1.60], [-0.13, 1.41, 0.24], [-1.37, 1.61, -0.66], [-0.76, -1.00, 0.23], [-0.02, -0.22, -0.87]],
  "e_above_lowest_kcal_mol": 62.3,
  "smiles": "OCNCCCS",
  "e_tot_ev": -18697.21678,
  "orbital_gap_ha": 0.36434,
  "lumo_ev": 0.84
}


(2)
{
  "formula": "C4H11NOS",
  "method": "ωB97M-V with the def2-TZVPD basis set",
  "species": ["S", "O", "N", "C", "C", "C", "C", "H", "H", "H", "H", "H", "H", "H", "H", "H", "H", "H"],
  "xyz": [[-2.3297, 0.1242, -0.4797], [-0.3267, 1.4522, 1.5380], [1.7111, -0.5214, -0.8844], [0.7322, 0.6006, 1.1419], [2.5292, -1.3070, 0.0324], [-0.6764, -0.6984, -0.6147], [0.5429, 0.1789, -0.3268], [2.3359, 0.1269, -1.3346], [-0.6255, -1.4995, 0.1239], [-1.9029, 1.1582, -1.2313], [0.0008, 2.0812, 2.1799], [1.9771, -2.1255, 0.5098], [1.7105, 1.0555, 1.2534], [-0.6664, -0.9920, -1.6540], [0.4124, 1.1529, -0.8176], [3.0286, -0.7849, 0.8509], [0.6842, -0.2980, 1.7712], [3.2793, -1.8514, -0.5459]],
  "forces_ev_per_a": [[0.59, 0.03, 0.05], [0.06, 0.30, -0.24], [0.31, 0.16, 0.39], [-0.69, -1.09, -0.07], [-0.11, -1.09, 0.06], [-0.46, 0.84, 0.55], [0.09, 0.75, 0.10], [-0.10, 0.26, -0.20], [-0.38, -0.42, -0.46], [-0.33, -0.05, 0.13], [0.06, 0.10, 0.18], [-0.35, 0.26, -0.12], [0.20, 0.23, 0.03], [0.51, -0.65, 0.09], [0.13, -0.29, -0.43], [0.08, 0.33, -0.06], [0.28, 0.00, 0.06], [0.12, 0.31, -0.05]],
  "e_above_lowest_kcal_mol": 39.8,
  "smiles": "CN[C@H](CO)CS",
  "e_tot_ev": -18698.19402,
  "orbital_gap_ha": 0.34112,
  "lumo_ev": 0.76
}


(3)
{
  "formula": "C4H11NOS",
  "method": "ωB97M-V with the def2-TZVPD basis set",
  "species": ["S", "O", "N", "C", "C", "C", "C", "H", "H", "H", "H", "H", "H", "H", "H", "H", "H", "H"],
  "xyz": [[0.2798, 0.9703, -1.8307], [0.2042, -1.6680, 2.6595], [-1.2327, -1.2334, 0.9787], [-0.7975, -1.1151, 2.2749], [-1.6889, -0.2424, 3.1175], [0.8635, 2.2104, -3.0609], [1.6635, -0.1557, -1.4980], [-1.4451, 0.8196, 3.1380], [2.6086, 0.3787, -1.5645], [-2.1391, -1.0319, 0.6023], [-0.5995, -1.7137, 0.3567], [0.1546, 2.3309, -3.8754], [0.8752, 3.1252, -2.4747], [1.5192, -0.3413, -0.4303], [-2.7302, -0.2457, 2.7744], [1.8448, 1.9444, -3.4401], [1.6434, -1.1047, -2.0232], [-1.7708, -0.5816, 4.1508]],
  "forces_ev_per_a": [[-0.26, -0.10, -0.49], [0.38, 0.11, 0.17], [0.85, -0.40, -0.42], [-0.98, 0.31, -0.47], [-1.24, 0.17, 0.73], [-0.23, -0.30, 0.81], [-0.24, 0.60, 0.79], [0.57, -0.13, -0.17], [0.08, -0.18, -0.28], [-0.09, 0.35, 0.40], [-0.14, -0.11, 0.09], [-0.01, -0.25, -0.03], [0.37, 0.24, -0.35], [0.16, -0.27, -0.07], [0.17, -0.19, -0.32], [0.05, 0.09, 0.00], [0.06, 0.15, -0.34], [0.50, -0.10, -0.05]],
  "e_above_lowest_kcal_mol": 14.8,
  "smiles": "CC(N)=O.CSC",
  "e_tot_ev": -18699.27636,
  "orbital_gap_ha": 0.34345,
  "lumo_ev": 0.82
}